164
Properties=species:S:1:pos:R:3:forces:R:3 method="wB97M-V/def2-TZVPD" total_charge=0 homo_lumo_gap_ev=9.41 energy_ev=-73758.401 max_force_ev_per_a=2.96 e_above_lowest_kcal_mol=26.74 e_lumo_ev=0.356
C -2.56837 2.53207 -5.87067 -1.1 0.1 -0.6
O -1.69633 1.50782 -6.25124 0.3 -0.3 -0.1
C -0.38469 1.50583 -5.66595 -0.4 0.2 -0.9
C 0.30261 0.25969 -6.19843 0.8 -1.2 0.0
C 1.68898 0.00032 -5.61362 0.3 1.0 0.7
N 0.53463 0.21643 -7.64308 -0.9 1.0 -0.3
H -3.54657 2.39026 -6.33485 0.0 -0.9 -0.2
H -2.36354 3.49789 -6.33713 0.9 0.4 0.7
H -2.83105 2.54385 -4.81227 0.7 0.3 0.3
H 0.15327 2.41565 -5.93719 0.1 0.1 -0.1
H -0.47661 1.45737 -4.57964 0.1 -0.1 0.2
H -0.40023 -0.53538 -5.94073 0.1 -0.3 0.4
H 1.64944 0.02891 -4.52404 0.3 -0.3 0.1
H 2.38432 0.78633 -5.91393 -0.3 0.5 0.0
H 2.24878 -0.85475 -5.99309 -0.7 -0.6 0.2
H 0.81234 -0.72155 -7.89750 0.1 -0.1 0.0
H -0.37647 0.35516 -8.06130 -0.1 0.1 -0.5
C -0.50589 -5.67249 -0.78172 -1.0 0.9 -1.3
O -0.00231 -4.72696 -1.75956 0.8 -0.6 0.8
C -0.91710 -4.46018 -2.78761 -0.3 0.7 -0.7
C -0.37964 -3.39261 -3.79315 1.2 -0.3 1.5
C -0.27227 -2.04214 -3.05974 0.6 -0.4 -0.3
N -1.13693 -3.27617 -4.99908 -0.6 0.1 0.0
H 0.12058 -5.82649 0.09544 0.4 0.3 -0.4
H -0.72395 -6.61813 -1.27990 0.2 -0.2 0.1
H -1.46624 -5.25776 -0.47007 -0.2 -0.2 0.5
H -1.17852 -5.34850 -3.36644 0.0 -0.4 0.1
H -1.83741 -4.03526 -2.37864 -0.4 -0.1 0.2
H 0.60697 -3.76862 -4.06942 0.3 0.3 0.0
H -1.25641 -1.69466 -2.74368 0.0 0.0 0.1
H 0.20044 -1.27187 -3.66816 -0.3 -0.1 -0.3
H 0.38588 -2.14295 -2.19673 -0.4 -0.1 0.2
H -2.10471 -3.20280 -4.71312 -0.4 0.1 -0.5
H -1.02466 -4.08489 -5.59445 -0.2 -0.1 0.0
C -0.55717 -2.38640 0.75116 0.9 -1.0 -0.2
O 0.01373 -1.27592 0.12901 -0.8 1.3 -0.6
C 0.84247 -0.43485 0.89567 0.9 -0.2 -0.4
C 1.13804 0.96703 0.22125 -0.1 -0.8 0.3
C 1.74447 0.86726 -1.14505 -0.2 -0.7 -0.3
N 2.04209 1.75179 1.05029 -1.3 0.2 0.8
H -1.23504 -2.83549 0.02553 -0.4 0.2 0.2
H -0.99248 -2.25580 1.74323 -0.4 0.6 -0.1
H 0.20881 -3.15231 0.89843 0.3 -0.2 0.1
H 0.46463 -0.34491 1.91615 -0.3 0.5 0.1
H 1.78471 -0.97888 1.00249 0.6 0.2 0.2
H 0.17507 1.46964 0.11669 -0.1 0.2 0.2
H 2.62016 0.21824 -1.09763 0.0 -0.1 -0.2
H 2.08766 1.83393 -1.51376 -0.2 0.1 0.0
H 0.97859 0.44416 -1.79601 0.3 -0.1 -0.4
H 3.01633 1.49923 0.95049 -0.1 -0.3 -0.2
H 1.77819 1.47279 1.98744 0.5 0.4 0.6
C -2.21006 1.82156 -1.44554 -1.2 1.4 -0.5
O -3.41398 2.50866 -1.89041 0.3 -1.5 0.0
C -3.29267 3.88921 -2.12073 0.4 -0.7 0.6
C -4.64719 4.43025 -2.57475 0.9 0.5 0.0
C -4.94169 4.10744 -4.03294 -0.2 -0.2 0.1
N -4.69526 5.87582 -2.38110 0.2 1.0 0.2
H -1.50584 1.77570 -2.27757 0.2 -0.2 0.0
H -2.51197 0.83506 -1.09746 0.1 0.1 -0.1
H -1.77206 2.42179 -0.64648 0.2 -0.2 0.2
H -2.97610 4.32492 -1.16984 -0.2 0.5 0.2
H -2.46547 4.10077 -2.80204 -0.1 0.1 -0.5
H -5.38003 3.94733 -1.92788 -0.2 0.2 0.0
H -4.08510 4.33195 -4.66879 0.1 0.0 0.1
H -5.77825 4.67505 -4.44042 -0.1 0.1 0.3
H -5.19735 3.04983 -4.09979 0.2 0.0 -0.2
H -4.33640 6.18940 -1.48775 -0.5 -0.6 0.8
H -3.99616 6.36587 -2.92614 -0.1 -0.3 -1.0
C 1.98512 6.12900 2.45269 0.0 -0.1 -0.5
C 1.58099 4.71157 2.81670 -0.3 -0.2 0.2
C 1.03416 4.62234 4.24126 0.4 0.1 0.0
O 0.59290 4.21060 1.93826 -0.9 0.4 -0.3
H 2.21905 6.13773 1.38745 0.1 0.1 0.0
H 2.88328 6.42196 2.99658 -0.1 0.1 0.1
H 1.18411 6.85352 2.60120 0.0 0.0 0.2
H 2.45194 4.08104 2.62898 0.3 -0.1 0.6
H 1.79036 4.99710 4.93209 0.0 -0.1 0.2
H 0.71997 3.62040 4.53375 0.3 -0.1 -0.1
H 0.14764 5.24489 4.36762 0.0 0.2 -0.3
H 0.96843 3.45724 1.47265 0.3 -0.2 -0.2
C -1.52983 -3.78042 4.69459 0.8 -1.4 -0.1
C -2.54348 -4.36846 5.68071 -0.3 0.5 -0.5
C -3.66140 -3.35501 5.92534 -0.3 -0.1 0.6
O -3.09485 -5.57433 5.08538 0.4 0.5 -0.2
H -0.65972 -4.43262 4.59496 -0.1 -0.5 0.1
H -1.01523 -2.86389 4.98210 -0.9 0.4 0.1
H -1.96862 -3.78852 3.69670 -0.1 0.6 0.0
H -2.03833 -4.68278 6.59444 -0.1 0.3 0.2
H -4.47598 -3.79741 6.50105 0.0 -0.1 0.2
H -4.14728 -2.96644 5.02994 0.4 -0.2 -0.3
H -3.30820 -2.49471 6.49450 0.2 0.0 0.0
H -3.78032 -5.92359 5.66110 0.0 0.0 0.2
C 0.25715 5.11001 -1.45225 0.7 -0.6 0.9
C 0.94974 5.26972 -2.80776 -2.9 -0.1 0.3
C 0.40819 4.22474 -3.82615 1.0 1.5 0.3
O 0.43812 6.54908 -3.24711 0.8 -0.1 -0.7
H -0.82787 5.20583 -1.42108 0.0 0.4 -0.7
H 0.68577 5.87394 -0.80186 -0.2 0.0 0.3
H 0.41798 4.16079 -0.93777 0.5 -0.2 -0.1
H 2.02642 5.33308 -2.64920 0.1 -0.4 -0.4
H -0.62895 4.46221 -4.06355 -0.2 -0.1 0.5
H 0.52573 3.21872 -3.42592 0.0 0.0 -0.3
H 0.89837 4.40994 -4.78256 0.4 -0.6 0.0
H 0.73679 7.17927 -2.58621 -0.1 0.2 -0.1
C -3.46640 -6.56554 1.94976 0.1 0.5 -1.1
C -3.76424 -5.07945 1.71225 -0.6 0.5 0.4
C -4.56887 -4.80106 0.41658 0.3 -0.2 0.7
O -4.51495 -4.56148 2.79106 -1.3 0.4 0.2
H -2.98495 -6.95916 1.05313 0.1 -0.2 0.0
H -4.43210 -7.06567 2.02656 0.0 -0.1 0.2
H -2.83329 -6.78584 2.80821 -0.2 0.2 0.1
H -2.90723 -4.40226 1.70333 0.8 -0.6 -0.5
H -5.42759 -5.46371 0.30480 0.2 -0.4 0.0
H -3.87634 -4.88800 -0.42088 -0.3 -0.1 -0.2
H -5.01656 -3.80729 0.42630 0.4 0.2 0.1
H -4.12906 -4.78950 3.64319 0.4 -0.4 -0.1
C 1.94877 -1.19329 4.88999 -0.4 -0.7 1.5
C 3.34853 -0.78844 4.54692 -0.2 -1.0 -0.7
C 3.96593 -1.84586 3.61134 0.0 0.1 0.4
O 3.23125 0.48894 3.99452 0.4 0.8 -0.7
H 1.23513 -1.19401 4.06623 0.3 0.2 -0.3
H 1.58305 -0.53433 5.67830 -0.2 0.1 -0.1
H 1.94841 -2.20075 5.30997 -0.1 -0.1 0.1
H 3.98405 -0.72564 5.43193 -0.1 -0.1 0.3
H 4.18971 -2.72063 4.22291 0.2 0.0 0.0
H 4.87667 -1.48544 3.13425 0.0 -0.1 0.1
H 3.27251 -2.19465 2.84529 -0.1 0.3 -0.2
H 3.70100 0.45830 3.15390 0.1 0.2 -0.3
C 3.54919 -2.73516 -2.36365 -0.9 0.0 -1.7
C 3.13815 -2.61337 -0.91875 0.5 -1.2 -1.0
C 2.95747 -3.94940 -0.18134 -0.4 0.0 0.0
O 4.23302 -1.91628 -0.33315 -0.1 0.7 1.0
H 2.69370 -2.97073 -2.99972 -0.1 -0.8 0.1
H 4.38004 -3.39977 -2.60277 0.0 -0.3 0.3
H 3.79631 -1.77533 -2.82004 0.3 0.4 0.6
H 2.20737 -2.04860 -0.96823 0.2 0.4 0.9
H 2.68739 -3.80821 0.86584 0.2 0.3 0.1
H 3.87118 -4.54454 -0.20847 0.2 0.1 -0.1
H 2.15655 -4.57745 -0.57266 0.0 0.2 -0.4
H 4.98749 -2.49254 -0.48242 0.2 0.1 0.1
C -2.07848 1.59809 2.91727 -0.6 -0.1 -0.4
C -2.62718 1.37334 4.33847 1.3 -0.3 -1.0
C -1.80962 0.35898 5.09185 -0.2 -0.6 -0.3
O -2.47848 2.56886 5.06261 -0.3 0.7 0.4
H -2.03580 0.71594 2.27678 -0.1 -0.3 0.3
H -1.08112 2.03798 2.88568 0.0 0.1 0.4
H -2.74889 2.27702 2.38748 0.0 0.2 -0.1
H -3.66270 1.02940 4.31756 -0.2 0.2 -0.1
H -2.18625 0.34449 6.11446 0.5 -0.1 0.2
H -0.74724 0.58122 4.99051 0.0 0.2 0.5
H -1.93507 -0.63353 4.65640 -0.2 -0.1 0.0
H -2.59535 3.30936 4.46184 -0.1 0.1 0.0
C 5.85939 1.20160 -0.20875 -0.5 0.7 0.5
C 5.75745 0.75197 1.27050 0.3 1.7 -1.3
C 5.90019 2.01570 2.16802 0.0 -0.6 0.7
O 4.44617 0.21148 1.37032 0.7 0.0 1.0
H 6.70882 1.86869 -0.35429 0.2 -0.4 -0.3
H 4.96140 1.79834 -0.37790 0.0 0.3 0.0
H 5.75172 0.40875 -0.94896 0.6 -0.2 0.2
H 6.55198 0.02378 1.44040 -0.1 -0.2 0.5
H 6.73692 2.65978 1.89793 -0.2 0.0 -0.6
H 6.10825 1.86033 3.22819 0.0 -0.8 0.1
H 4.96445 2.57162 2.23700 0.0 0.2 -0.7
H 4.45300 -0.52725 0.74849 -0.6 -0.6 -0.1